1.
{"formula": "C4H6N2", "method": "the ωB97M-V functional and the def2-TZVPD basis", "lumo_energy_ev": [0.62, 0.62], "charge": 0, "relative_energy_kcal_mol": 77.7, "orbital_gap_ev": [8.63, 8.63], "elements": ["N", "N", "C", "C", "C", "C", "H", "H", "H", "H", "H", "H"], "xyz": [[-0.5481, -0.0219, 0.0669], [1.7575, 1.1775, 0.2785], [0.4987, -0.6762, -0.2516], [1.0195, 2.1380, 0.4368], [1.8062, -0.0534, -0.1094], [-1.8459, -0.6096, -0.1657], [0.4733, -1.6945, -0.6577], [2.7442, -0.5347, -0.3518], [-2.4065, -0.6431, 0.7746], [-2.4126, 0.0343, -0.8468], [0.7269, 2.5068, 1.4189], [-1.8132, -1.6232, -0.5925]]}

---

2.
{"formula": "C4H6N2", "method": "the ωB97M-V functional and the def2-TZVPD basis", "lumo_energy_ev": 0.67, "charge": 0, "relative_energy_kcal_mol": 55.5, "smiles": "[H]/N=C/C=C=CN", "orbital_gap_ev": 9.06, "elements": ["N", "N", "C", "C", "C", "C", "H", "H", "H", "H", "H", "H"], "xyz": [[-2.4530, 0.0504, -0.0341], [1.4375, 1.2402, 1.0325], [1.9176, 0.1718, 0.5351], [1.0783, -0.7884, -0.2210], [-0.1533, -0.4972, -0.5744], [-1.3276, 0.0121, -0.8607], [-2.3912, -0.5372, 0.7859], [2.1710, 1.7666, 1.5077], [-3.3306, -0.0705, -0.5193], [1.5304, -1.7484, -0.4729], [-1.4522, 0.5180, -1.8166], [2.9732, -0.1172, 0.6377]]}

---

3.
{"formula": "C4H6N2", "method": "the ωB97M-V functional and the def2-TZVPD basis", "lumo_energy_ev": 0.62, "charge": 0, "relative_energy_kcal_mol": 76.7, "orbital_gap_ev": 8.20, "elements": ["N", "N", "C", "C", "C", "C", "H", "H", "H", "H", "H", "H"], "xyz": [[-1.8017, -0.9402, 2.4227], [-1.3401, -0.5667, 1.3962], [-1.3415, 0.2633, -0.9734], [0.7620, -0.2208, 0.3676], [-0.6643, -0.0967, 0.2722], [1.4830, -0.3971, 1.4965], [0.9721, -0.5071, 2.5128], [1.2458, 0.2075, -0.4333], [-2.4191, 0.5525, -0.8483], [2.5501, -0.2277, 1.5040], [-1.1952, -0.5303, -1.7727], [-0.9103, 1.1951, -1.5174]]}

---

4.
{"formula": "C4H6N2", "method": "the ωB97M-V functional and the def2-TZVPD basis", "lumo_energy_ev": [0.81, -2.55], "charge": 0, "multiplicity": 3, "relative_energy_kcal_mol": 34.1, "orbital_gap_ev": [8.52, 7.89], "elements": ["N", "N", "C", "C", "C", "C", "H", "H", "H", "H", "H", "H"], "xyz": [[3.3626, -2.0817, -1.4052], [-0.2796, -1.4217, -1.0236], [2.4739, -1.4360, -1.0372], [1.4378, -0.4939, -0.7417], [0.2398, -0.7335, 0.1373], [-0.4294, 0.5132, 0.5882], [-1.3464, 0.1622, 0.9133], [-0.5378, 1.5110, -0.0692], [-0.6291, -0.8234, -1.7251], [0.2638, -1.3507, 1.1504], [1.4730, 0.4204, -1.2480], [0.1659, 0.7715, 1.4937]]}

---

5.
{"formula": "C4H6N2", "method": "the ωB97M-V functional and the def2-TZVPD basis", "lumo_energy_ev": -9.71, "charge": 2, "relative_energy_kcal_mol": 24.8, "smiles": "C#[N+]CC=[N+]=C", "orbital_gap_ev": 12.59, "elements": ["N", "N", "C", "C", "C", "C", "H", "H", "H", "H", "H", "H"], "xyz": [[-0.2272, 0.6002, -0.8126], [0.1840, -0.8158, 1.2888], [1.0054, -1.1644, 0.2454], [-0.6290, -0.2637, 1.8697], [0.6431, -0.2819, -0.9094], [-1.0178, 1.5376, -0.9447], [1.1770, -0.4251, -1.8539], [-2.0487, 1.3902, -1.2777], [0.8864, -2.2330, -0.0076], [-0.7086, 2.5610, -0.7107], [-1.3303, 0.1222, 2.5876], [2.0656, -1.0273, 0.5251]]}

---

6.
{"formula": "C4H6N2O", "method": "the ωB97M-V functional and the def2-TZVPD basis", "lumo_energy_ev": 0.79, "charge": 0, "relative_energy_kcal_mol": 51.8, "smiles": "[H]/N=C/OCCC#N", "orbital_gap_ev": 10.59, "elements": ["O", "N", "N", "C", "C", "C", "C", "H", "H", "H", "H", "H", "H"], "xyz": [[0.6038, 1.0281, -1.0329], [-2.4722, -2.3725, 0.5350], [1.8647, 0.2368, 0.6145], [1.5609, 1.2173, -0.0733], [-0.0695, -0.2414, -0.8605], [-1.1737, -0.1148, 0.2040], [-1.9000, -1.3770, 0.3915], [0.6475, -1.0018, -0.5467], [2.0998, 0.0157, 1.5302], [1.9536, 2.2359, 0.0342], [-0.7512, 0.1791, 1.1717], [-0.4944, -0.5188, -1.8225], [-1.8889, 0.6568, -0.0942]]}

---

7.
{"formula": "C4H6N2O", "method": "the ωB97M-V functional and the def2-TZVPD basis", "lumo_energy_ev": 0.38, "charge": 0, "relative_energy_kcal_mol": 76.1, "orbital_gap_ev": 9.94, "elements": ["O", "N", "N", "C", "C", "C", "C", "H", "H", "H", "H", "H", "H"], "xyz": [[-0.2078, 0.9251, 0.4216], [1.8689, 0.1272, 0.1600], [4.3426, 0.4808, -0.1046], [1.0733, 1.2173, 0.4395], [3.2027, 0.3315, 0.0334], [-2.2569, -0.0851, -0.1949], [-0.7832, -0.3433, 0.0319], [-0.6160, -1.0774, 0.8298], [-2.7098, 0.3334, 0.7074], [-0.3041, -0.6960, -0.8899], [-2.3892, 0.6308, -1.0106], [-2.7775, -1.0113, -0.4545], [1.5570, -0.8331, 0.0309]]}

---

8.
{"formula": "C4H6N2O", "method": "the ωB97M-V functional and the def2-TZVPD basis", "lumo_energy_ev": 0.31, "charge": 0, "relative_energy_kcal_mol": 114.7, "smiles": "C[C@@]1(N=O)C=C1N", "orbital_gap_ev": 8.76, "elements": ["O", "N", "N", "C", "C", "C", "C", "H", "H", "H", "H", "H", "H"], "xyz": [[0.1206, -1.3054, -1.9494], [0.4748, -0.1656, -1.7764], [-1.2238, -1.4647, 1.0470], [-0.1403, -0.7645, 0.5990], [0.0561, 1.7790, -0.3453], [0.3047, 0.2801, -0.3654], [1.1085, -0.4134, 0.6843], [-1.8312, -1.7839, 0.3037], [0.9579, 2.2912, -0.7007], [2.0778, -0.4355, 1.1529], [-0.1530, 2.1235, 0.6707], [-0.7712, 2.0787, -0.9972], [-0.9810, -2.2194, 1.6768]]}